{
  "formula": "C27H49NP2Pb",
  "method": "ωB97M-V/def2-TZVPD",
  "homo_lumo_gap_ev": [6.70, 5.16],
  "max_force_ev_per_a": 4.50,
  "multiplicity": 1,
  "e_above_lowest_kcal_mol": 71.08,
  "e_tot_ha": -1987.6814,
  "charge": 2,
  "e_homo_ev": [-13.619, -12.082],
  "elements": ["P", "P", "C", "C", "H", "H", "H", "H", "C", "H", "H", "H", "C", "H", "H", "H", "C", "H", "H", "H", "C", "H", "H", "H", "Pb", "C", "C", "C", "C", "C", "C", "C", "C", "C", "H", "H", "H", "H", "H", "H", "H", "H", "H", "H", "H", "H", "H", "H", "H", "C", "C", "C", "C", "C", "C", "C", "C", "N", "C", "C", "C", "C", "H", "H", "H", "H", "H", "H", "H", "H", "H", "H", "H", "H", "H", "H", "H", "H", "H", "H"],
  "positions_angstrom": [[3.3465, 0.6741, -2.3873], [0.0377, 0.6647, -2.6628], [2.4607, 1.8276, -3.6987], [0.9868, 2.1260, -3.3676], [2.5971, 1.4369, -4.7142], [3.0446, 2.7641, -3.6502], [0.8825, 2.9417, -2.6306], [0.4051, 2.4580, -4.2459], [-0.4874, -0.0461, -4.3336], [-1.4119, -0.5963, -4.1222], [0.2340, -0.7519, -4.7680], [-0.6990, 0.7283, -5.0776], [-1.6188, 1.4804, -2.3676], [-2.2351, 1.4519, -3.2756], [-1.5284, 2.5209, -2.0297], [-2.1345, 0.9099, -1.5855], [4.9920, 0.4387, -3.2090], [5.7221, -0.0681, -2.5590], [5.3704, 1.4174, -3.4984], [4.9161, -0.1729, -4.1280], [3.3641, 2.1865, -1.2982], [2.3643, 2.6404, -1.1617], [4.0090, 2.9126, -1.8376], [3.7902, 2.0106, -0.3101], [-0.4773, 1.6885, 0.8045], [1.3944, -1.2489, -2.8194], [2.7485, -0.9856, -3.3058], [3.5562, -2.3054, -3.1935], [4.1769, -2.7556, -1.8321], [4.5392, -1.7271, -0.8874], [3.7487, -0.5700, -0.7198], [2.2453, -0.7462, -0.4152], [1.3687, -1.6556, -1.3506], [0.6507, 2.3958, 2.5437], [0.8184, -1.9451, -3.4295], [2.7314, -0.6677, -4.3722], [4.3617, -2.3187, -3.9281], [2.9032, -3.1410, -3.4956], [3.5046, -3.4801, -1.3327], [5.0833, -3.3345, -2.1076], [5.2744, -2.0218, -0.1285], [4.2198, 0.1550, -0.0467], [1.7969, 0.2853, -0.3672], [2.1618, -1.1251, 0.6173], [1.6733, -2.7111, -1.2450], [0.3349, -1.6162, -0.9505], [-0.0124, 2.7625, 3.3577], [1.2390, 3.2399, 2.1108], [1.3361, 1.5957, 2.8900], [-4.6207, 1.1996, 6.0198], [-4.4188, 0.9874, 4.5444], [-5.5034, 0.9643, 3.6618], [-5.3281, 0.7358, 2.2938], [-6.5421, 0.7471, 1.4078], [-4.0381, 0.5336, 1.7950], [-2.9228, 0.4811, 2.6717], [-3.1385, 0.8326, 4.0311], [-1.6598, 0.0644, 2.2423], [-1.2611, -1.3261, 2.6017], [-1.4352, -1.6215, 4.0935], [-2.1253, -2.3215, 1.8174], [0.2039, -1.5605, 2.2651], [-4.8347, 2.2522, 6.2513], [-5.4665, 0.6062, 6.3886], [-3.7230, 0.9065, 6.5768], [-6.5124, 1.1096, 4.0581], [-7.3755, 0.2269, 1.8969], [-6.8857, 1.7715, 1.2080], [-6.3396, 0.2612, 0.4494], [-3.8740, 0.3483, 0.7284], [-2.2671, 0.8929, 4.6909], [-0.8895, -0.8916, 4.7051], [-2.4897, -1.6308, 4.3992], [-1.0216, -2.6160, 4.3079], [-2.0759, -2.1190, 0.7384], [-1.7546, -3.3442, 1.9875], [-3.1751, -2.2819, 2.1355], [0.3224, -1.6993, 1.1788], [0.5340, -2.5010, 2.7461], [0.8325, -0.7301, 2.6302]],
  "forces_ev_per_a": [[1.3, -0.1, -4.3], [-0.3, 0.5, -2.3], [0.5, -0.2, 0.3], [-0.4, -0.1, 0.4], [-0.2, -0.1, 0.3], [-0.3, -0.4, -0.2], [0.2, -0.2, -0.2], [0.4, -0.1, 0.2], [-0.2, -0.3, 0.2], [0.1, -0.1, -0.3], [-0.3, 0.5, 0.1], [-0.1, 0.0, 0.3], [-0.3, 0.1, 0.1], [0.2, 0.1, 0.2], [0.0, -0.3, -0.1], [-0.1, 0.2, -0.2], [0.4, 0.7, 0.1], [-0.3, 0.4, -0.1], [0.3, 0.0, 0.0], [-0.3, 0.5, 0.5], [0.3, 0.0, 1.1], [0.5, -0.4, -0.3], [-0.4, -0.5, 0.3], [0.0, 0.2, -0.1], [-0.9, -0.7, 0.1], [-0.5, -1.0, 1.8], [-0.8, 0.1, 0.3], [0.3, -0.1, 0.2], [0.3, -0.9, -1.2], [-1.8, 0.9, 0.9], [1.1, -0.8, 1.3], [-1.1, -0.2, 0.1], [0.3, 0.3, 0.5], [0.6, 0.4, 0.3], [-0.1, 0.2, 0.1], [0.2, 0.0, 0.7], [0.0, 0.2, 0.0], [0.0, 0.5, 0.0], [0.3, 0.2, 0.0], [-0.5, 0.1, 0.4], [0.6, 0.8, -0.7], [-0.3, -0.5, 0.2], [0.2, -0.7, -0.2], [0.2, 0.0, -0.5], [-0.1, 0.3, 0.1], [0.4, 0.0, -0.3], [0.6, -0.3, -0.5], [-0.2, -0.5, 0.6], [-0.3, 0.6, 0.0], [0.0, 0.1, 0.2], [-0.1, 0.5, -0.2], [0.2, -0.3, 0.0], [0.0, 0.4, 0.3], [-0.1, -0.1, -0.2], [0.7, -0.2, -0.1], [-1.5, 0.8, 0.8], [0.6, -0.8, -0.4], [0.3, -0.5, -0.7], [0.1, -0.2, 0.6], [-0.3, 0.1, 0.5], [-0.3, 0.0, -0.4], [0.2, 0.0, -0.3], [0.0, -0.2, -0.1], [0.2, 0.1, -0.1], [-0.2, 0.1, -0.1], [0.3, -0.1, -0.2], [0.2, 0.1, -0.2], [0.2, -0.2, 0.0], [-0.1, 0.1, 0.1], [-0.2, -0.1, 0.3], [-0.4, -0.1, -0.2], [-0.1, -0.2, -0.1], [0.3, 0.1, -0.1], [-0.1, 0.3, -0.1], [0.0, -0.1, 0.2], [0.0, 0.4, 0.0], [0.3, 0.0, -0.1], [0.0, 0.2, 0.4], [-0.1, 0.6, -0.3], [-0.1, -0.4, -0.1]]
}